{"formula": "C69H80N7RbSSb2", "method": "ωB97M-V/def2-TZVPD", "symbols": ["Rb", "C", "N", "C", "C", "C", "N", "C", "C", "H", "H", "H", "H", "H", "H", "H", "H", "H", "H", "H", "H", "H", "H", "H", "H", "N", "C", "C", "C", "C", "C", "C", "S", "N", "C", "C", "C", "C", "C", "C", "N", "H", "H", "H", "H", "H", "H", "H", "H", "H", "C", "C", "C", "Sb", "C", "C", "C", "C", "C", "C", "C", "C", "C", "C", "C", "C", "Sb", "C", "C", "C", "C", "C", "C", "C", "C", "C", "C", "C", "C", "H", "H", "H", "H", "H", "H", "H", "H", "H", "H", "H", "H", "H", "H", "H", "H", "H", "H", "H", "H", "H", "H", "H", "H", "H", "H", "N", "C", "C", "C", "C", "C", "C", "H", "H", "H", "H", "H", "C", "C", "C", "C", "C", "C", "C", "C", "N", "C", "C", "C", "C", "C", "C", "C", "C", "C", "C", "H", "H", "H", "H", "H", "H", "H", "H", "H", "H", "H", "H", "H", "H", "H", "H", "H", "H", "H", "H", "H", "H", "H", "H"], "positions_angstrom": [[-0.217431, -0.780097, 0.758239], [-2.829507, 1.009146, 3.852152], [-1.705856, 1.708781, 3.255207], [-2.103969, 2.411943, 2.058191], [-1.066966, 2.591919, 4.209366], [0.160019, 3.319612, 3.665076], [1.112655, 2.469824, 2.986989], [1.661365, 1.455619, 3.874391], [2.175153, 3.258292, 2.395366], [-3.630625, 1.700811, 4.173804], [-2.490797, 0.447229, 4.725866], [-3.250629, 0.301591, 3.134866], [-2.782234, 3.262712, 2.272940], [-2.627187, 1.725484, 1.390885], [-1.217685, 2.786666, 1.541476], [-0.793220, 1.998536, 5.084924], [-1.773826, 3.370088, 4.559695], [0.629935, 3.844691, 4.519908], [-0.156242, 4.096798, 2.962309], [2.177622, 1.916744, 4.740334], [2.360790, 0.818928, 3.334498], [0.869120, 0.801945, 4.238148], [2.745647, 3.826638, 3.154728], [1.758184, 3.969704, 1.677177], [2.868695, 2.600477, 1.867221], [-2.090377, -3.133664, -3.136925], [-3.433669, -3.169248, -2.975234], [-4.227098, -4.099945, -3.686847], [-5.605372, -4.078496, -3.588788], [-6.261426, -3.161179, -2.768683], [-5.485609, -2.291646, -2.010487], [-4.104210, -2.290345, -2.097113], [-3.148039, -1.281597, -0.942417], [-1.699764, -1.267501, -1.591324], [-1.183315, -2.304044, -2.400461], [0.147055, -2.533309, -2.549029], [0.696865, -3.355191, -3.637224], [2.031593, -3.621904, -3.685740], [2.908435, -3.103481, -2.703300], [2.338726, -2.260216, -1.748446], [1.057090, -1.939314, -1.641020], [-1.676015, -3.901568, -3.633012], [-3.731006, -4.836625, -4.312106], [-6.184035, -4.802526, -4.152611], [-7.342795, -3.146397, -2.699540], [-5.955129, -1.608782, -1.308935], [0.064442, -3.682041, -4.458081], [2.427011, -4.208787, -4.511126], [3.969159, -3.319353, -2.695478], [2.987717, -1.814055, -0.997108], [0.686639, 4.613398, -2.112919], [-0.735218, 4.181490, -2.509777], [-1.509580, 3.529703, -1.364860], [-3.387183, 2.526749, -1.807666], [-3.139070, 2.017318, -3.867695], [-2.904215, 2.926420, -4.900417], [-2.773569, 2.484788, -6.211615], [-2.879313, 1.129034, -6.502854], [-3.101898, 0.215333, -5.483971], [-3.224575, 0.656005, -4.170291], [-4.441053, 4.398351, -2.098739], [-4.459306, 5.287714, -1.022514], [-5.170428, 6.481513, -1.082857], [-5.891572, 6.803613, -2.225263], [-5.901075, 5.924416, -3.294931], [-5.186805, 4.730148, -3.229145], [1.868913, 2.873535, -1.560181], [1.465124, 1.961083, -3.447395], [1.687432, 2.651022, -4.644047], [1.413485, 2.049575, -5.863438], [0.915330, 0.748822, -5.898138], [0.680941, 0.058813, -4.719074], [0.950151, 0.664408, -3.491360], [3.797340, 3.657849, -2.098758], [4.598628, 3.054831, -3.067550], [5.920954, 3.453878, -3.244613], [6.463420, 4.454508, -2.452546], [5.680214, 5.058588, -1.478862], [4.361767, 4.654214, -1.300775], [0.669802, 5.316554, -1.273160], [1.188394, 5.100999, -2.951357], [-0.671461, 3.501285, -3.362611], [-1.296072, 5.059206, -2.853566], [-1.774408, 4.283108, -0.615214], [-0.909378, 2.771651, -0.851597], [-2.821168, 3.986125, -4.685107], [-2.577286, 3.197431, -7.004993], [-2.769014, 0.785165, -7.524494], [-3.167688, -0.844798, -5.700227], [-3.365891, -0.072219, -3.376257], [-3.909835, 5.049246, -0.115581], [-5.167440, 7.155965, -0.234307], [-6.445161, 7.733552, -2.278020], [-6.467991, 6.165322, -4.187163], [-5.215947, 4.050380, -4.072539], [2.081604, 3.662581, -4.625023], [1.591121, 2.591605, -6.786403], [0.709779, 0.273914, -6.851537], [0.301965, -0.956931, -4.728646], [0.774806, 0.088178, -2.586901], [4.197342, 2.256920, -3.681287], [6.531276, 2.968557, -3.996770], [7.496927, 4.753442, -2.582442], [6.100434, 5.829972, -0.845246], [3.767924, 5.124171, -0.521632], [-3.429683, -2.032380, 0.450763], [-3.033519, -3.285840, 0.859563], [-1.891159, -3.997043, 0.424273], [-1.565782, -5.231766, 0.975543], [-2.347820, -5.822180, 1.959371], [-3.472029, -5.130322, 2.406951], [-3.802877, -3.896576, 1.876100], [-1.246216, -3.580163, -0.347373], [-0.673244, -5.738418, 0.623390], [-2.083042, -6.785184, 2.377625], [-4.097213, -5.561631, 3.183544], [-4.676997, -3.359198, 2.226052], [6.686864, -2.808090, 2.706884], [5.501187, -2.024684, 2.196885], [5.664828, -1.129868, 1.145812], [4.549854, -0.408336, 0.692622], [4.703961, 0.555423, -0.455849], [3.323951, -0.586970, 1.291706], [3.079880, -1.529462, 2.353749], [4.258770, -2.221891, 2.788650], [1.820873, -1.628228, 2.792451], [1.442744, -2.494118, 3.887739], [-0.073074, -2.297879, 4.100022], [-0.612284, -3.150542, 5.256082], [0.105662, -2.770278, 6.553984], [1.610762, -2.995470, 6.381099], [1.874418, -4.473146, 6.058574], [1.137613, -4.861673, 4.769773], [-0.365438, -4.630354, 4.952650], [1.648181, -4.001150, 3.605313], [2.122958, -2.124535, 5.227737], [7.592328, -2.557330, 2.149949], [6.519195, -3.884431, 2.615105], [6.870619, -2.595612, 3.763863], [6.630458, -1.010760, 0.662098], [5.547553, 0.275959, -1.091487], [4.879604, 1.579135, -0.106919], [3.807143, 0.559864, -1.081394], [2.465579, -0.018151, 0.941562], [4.204466, -2.952492, 3.583889], [-0.597281, -2.577941, 3.177693], [-0.266340, -1.232361, 4.285429], [-1.687295, -2.975846, 5.365526], [-0.277927, -3.371169, 7.388573], [-0.084364, -1.716184, 6.792481], [2.132029, -2.725297, 7.305928], [1.534129, -5.105090, 6.889626], [2.952258, -4.638682, 5.938280], [1.319738, -5.919329, 4.551824], [-0.753504, -5.255541, 5.768028], [-0.897265, -4.907595, 4.040078], [1.109397, -4.246020, 2.684053], [2.702649, -4.215535, 3.422476], [3.206308, -2.223483, 5.143626], [1.917078, -1.065566, 5.429562]], "forces_ev_per_a": [[0.267, -0.038, 0.369], [0.088, -0.029, -0.005], [-0.046, -0.077, 0.055], [0.070, -0.019, -0.137], [0.051, -0.059, -0.033], [-0.051, 0.023, -0.052], [0.049, -0.066, -0.006], [-0.013, -0.003, 0.012], [-0.005, -0.050, 0.021], [0.010, -0.002, -0.003], [-0.006, 0.018, -0.031], [0.018, 0.024, 0.012], [0.017, -0.030, -0.022], [-0.037, -0.002, -0.044], [-0.086, 0.004, -0.005], [0.012, -0.002, -0.003], [-0.022, 0.020, 0.039], [0.016, 0.037, 0.033], [-0.007, -0.001, 0.018], [-0.017, -0.011, -0.017], [-0.026, 0.058, 0.018], [0.038, 0.039, -0.039], [-0.001, -0.005, 0.000], [0.001, -0.002, 0.011], [-0.037, 0.014, 0.016], [-0.160, 0.466, 0.012], [-0.159, 0.089, 0.040], [-0.045, 0.096, -0.007], [0.066, -0.028, 0.011], [0.036, 0.015, -0.015], [0.056, 0.021, -0.003], [0.073, -0.186, -0.013], [-0.294, -0.413, -0.052], [-0.081, 0.025, -0.650], [-0.185, -0.133, 0.363], [0.506, -0.148, 0.043], [-0.021, 0.035, 0.182], [0.023, 0.104, 0.095], [-0.081, -0.008, 0.009], [-0.135, -0.106, -0.116], [0.078, -0.039, -0.173], [0.043, -0.051, 0.027], [-0.028, 0.035, -0.021], [0.018, 0.002, -0.017], [0.053, -0.014, 0.001], [0.032, -0.021, -0.001], [0.018, -0.012, 0.024], [-0.016, -0.012, -0.002], [-0.054, 0.028, 0.000], [-0.032, 0.000, -0.011], [-0.107, 0.022, 0.052], [-0.011, 0.102, 0.101], [0.044, -0.039, -0.122], [-0.025, 0.090, 0.080], [0.090, -0.131, -0.047], [0.006, -0.056, -0.022], [-0.003, -0.018, 0.062], [0.037, 0.041, 0.039], [0.002, 0.003, 0.048], [0.005, 0.066, -0.026], [-0.021, 0.032, -0.006], [-0.042, 0.150, -0.063], [0.052, -0.099, 0.033], [0.027, 0.062, 0.079], [0.049, -0.161, -0.068], [-0.043, 0.044, 0.024], [-0.170, -0.145, -0.207], [0.031, -0.199, -0.082], [-0.063, -0.084, 0.005], [0.002, -0.013, 0.081], [-0.037, -0.014, 0.016], [-0.012, 0.071, 0.054], [0.055, 0.145, -0.156], [0.095, -0.056, 0.178], [0.105, 0.080, 0.024], [-0.140, -0.049, -0.017], [0.004, 0.022, 0.018], [-0.101, -0.027, 0.010], [0.050, 0.087, -0.102], [-0.034, -0.033, -0.045], [0.002, 0.022, 0.014], [0.005, -0.001, 0.043], [-0.022, -0.030, -0.034], [0.053, -0.063, 0.067], [-0.002, 0.022, -0.065], [0.007, -0.013, -0.005], [-0.008, -0.007, 0.019], [-0.004, 0.003, -0.006], [0.012, 0.016, 0.036], [0.018, 0.081, -0.124], [-0.030, 0.024, -0.012], [0.013, -0.004, -0.006], [0.000, -0.005, 0.011], [0.010, -0.023, 0.002], [0.010, 0.007, -0.012], [0.014, -0.014, -0.007], [-0.005, -0.012, 0.014], [-0.007, 0.020, 0.023], [0.011, 0.032, 0.014], [0.012, 0.041, -0.012], [0.006, 0.000, 0.015], [-0.008, -0.013, -0.001], [-0.014, -0.001, -0.004], [-0.004, 0.020, 0.010], [0.026, -0.020, 0.014], [0.043, 0.257, 0.518], [0.102, -0.082, -0.153], [0.006, 0.091, -0.064], [-0.012, 0.001, -0.073], [-0.028, 0.125, -0.047], [0.016, 0.023, -0.022], [0.012, -0.040, -0.001], [-0.099, -0.033, 0.024], [-0.011, 0.022, -0.021], [0.013, -0.005, 0.011], [0.006, 0.024, -0.021], [0.012, -0.007, -0.002], [0.013, -0.007, 0.008], [-0.097, 0.029, 0.018], [-0.047, -0.020, -0.030], [0.004, 0.006, 0.058], [0.004, 0.035, -0.024], [0.022, -0.072, 0.150], [0.000, -0.010, 0.079], [0.052, 0.053, -0.071], [0.006, 0.007, -0.122], [0.073, -0.018, 0.032], [-0.036, -0.087, 0.039], [0.019, 0.056, 0.004], [0.017, 0.014, -0.007], [-0.044, -0.024, -0.099], [-0.019, 0.031, -0.009], [-0.016, 0.092, 0.006], [0.049, 0.029, -0.014], [-0.005, -0.016, 0.033], [-0.003, -0.006, 0.022], [-0.022, -0.012, 0.010], [0.000, 0.006, 0.000], [0.006, -0.012, -0.004], [-0.037, 0.005, 0.033], [-0.014, 0.011, 0.020], [-0.023, -0.018, -0.019], [0.021, -0.005, 0.009], [0.101, 0.034, -0.095], [0.009, 0.017, -0.012], [0.037, 0.042, 0.018], [0.009, -0.045, -0.045], [-0.024, 0.007, -0.014], [0.003, 0.002, -0.007], [0.009, -0.033, 0.001], [0.020, 0.009, 0.036], [0.017, 0.013, -0.014], [-0.039, 0.006, 0.008], [0.007, -0.021, -0.017], [0.011, 0.017, -0.004], [-0.009, -0.025, -0.002], [-0.011, -0.003, 0.009], [-0.042, -0.014, -0.008], [-0.012, 0.030, 0.011], [0.000, -0.046, -0.001]], "lowdin_charge": [0.5578, -0.0940, -0.2606, -0.1159, -0.2187, -0.2296, -0.2482, -0.0862, -0.1220, 0.0836, 0.0805, 0.0878, 0.0941, 0.0670, 0.0668, 0.1100, 0.1180, 0.1181, 0.1072, 0.0928, 0.0662, 0.0617, 0.0845, 0.0603, 0.0714, 0.1061, -0.2546, -0.0464, -0.1299, -0.1334, -0.1088, -0.3073, 0.8026, -0.3804, -0.4076, -0.3063, -0.0992, -0.1620, -0.1412, -0.2098, -0.0252, 0.1077, 0.0990, 0.0874, 0.0796, 0.1016, 0.0718, 0.0811, 0.0590, 0.0804, -0.3793, -0.3767, -0.4097, 1.5077, -0.3835, -0.1509, -0.0993, -0.1040, -0.0756, -0.1217, -0.3884, -0.1521, -0.1053, -0.1188, -0.1047, -0.1320, 1.5006, -0.3958, -0.1599, -0.1032, -0.0926, -0.0518, -0.0909, -0.3963, -0.1280, -0.0928, -0.1119, -0.1077, -0.1476, 0.0456, 0.0439, 0.0686, 0.1011, 0.0409, -0.0019, 0.0904, 0.0939, 0.0942, 0.1055, 0.0510, 0.0821, 0.0940, 0.0907, 0.0943, 0.0867, 0.0921, 0.0908, 0.0955, 0.0951, 0.0664, 0.0959, 0.0973, 0.0916, 0.0926, 0.0890, -0.2890, -0.3825, -0.0431, -0.1078, -0.1545, -0.1286, -0.0593, 0.0838, 0.1013, 0.0844, 0.0873, 0.0937, -0.0771, -0.3098, -0.0686, -0.3098, -0.0708, -0.0630, -0.3206, -0.0187, -0.0044, -0.4811, -0.1022, -0.2837, -0.1318, -0.2939, -0.1272, -0.2848, -0.1195, -0.0722, -0.0819, 0.0596, 0.0699, 0.0678, 0.0897, 0.0757, 0.0712, 0.0380, 0.0596, 0.0763, 0.1004, 0.1044, 0.1338, 0.1096, 0.1123, 0.1275, 0.1088, 0.1148, 0.1311, 0.1144, 0.0964, 0.1243, 0.1027, 0.1016, 0.1138], "de_lowest_kcal_mol": 5.1, "max_force_ev_per_a": 0.7, "lumo_ev": 3.30, "charge": -2, "multiplicity": 1}